Here is a 2-piece molecular cluster, C2H3O2S2 overall at a distorted geometry from the OMol25 dataset. Energies are from ωB97M-V with the def2-TZVPD basis set.

Last column: natural (NBO) charge in e.
Element x y z (Å)
C (-1.1841, 0.0027, 0.7103)  -0.559
C (-1.9314, 0.8804, -0.3126)  -0.561
O (2.6054, -1.9246, -1.1664)  -0.955
O (2.7766, 0.1154, 0.4302)  -0.957
S (-0.4734, 0.0099, -0.9494)  0.144
S (2.5307, -0.4656, -0.9227)  1.320
H (-0.4416, 0.1830, 1.5491)  0.207
H (-1.8168, -0.8301, 0.8746)  0.187
H (-2.0654, 2.0289, -0.2131)  0.173

Calculated values
- orbital gap (alpha / beta) (eV) = 4.6 / 7.2
- HOMO energy (alpha / beta) (eV) = -1.6510 / -3.4500
- ΔE to the lowest compared entry with this formula, charge and spin (kcal per mole) = 96.3
- total charge = -1